a | Here is a molecular structure, C6H12 from the OMol25 dataset. Energies are from the ωB97M-V functional and the def2-TZVPD basis.

Each line ends with the Mulliken charge.
Atoms and positions in Å:
C: 0.6607 -1.0674 -0.7690  -0.802
C: -0.3327 -1.6303 0.2762  -0.717
C: 0.5438 0.4182 -0.4187  0.461
C: -0.6559 0.2520 0.5473  -0.138
C: 1.7243 0.8362 0.3589  -1.806
C: -1.9914 0.7472 0.0310  -1.274
H: 1.6370 -1.4405 -0.4986  0.303
H: 0.5147 -1.2968 -1.8044  0.333
H: -1.1913 -2.3022 -0.0965  0.253
H: 0.2958 -2.0838 1.1603  0.236
H: 0.3773 1.0374 -1.2634  0.522
H: -0.4044 0.5633 1.5253  0.552
H: 1.7845 0.1533 1.2592  0.369
H: 1.7465 1.8636 0.5681  0.399
H: 2.6502 0.4368 -0.0981  0.394
H: -2.6515 1.1360 0.7578  0.348
H: -2.4979 -0.1048 -0.4963  0.265
H: -1.7565 1.4556 -0.7371  0.304

Computed properties:
Net charge: 0
HOMO (eV): -9.02



b | Here is 2 unconnected molecules or ions with the total composition C6H12 from the OMol25 dataset. Energies are from the ωB97M-V functional and the def2-TZVPD basis.

Each line ends with the Mulliken charge.
Atoms and positions in Å:
C: -2.1371 -0.3139 -0.2160  -1.174
C: -1.1303 0.3768 0.7067  -0.290
C: -0.0103 1.1202 0.0180  -0.077
C: 1.0098 1.6840 0.6546  -0.963
C: 1.9961 -0.8770 -0.2510  -0.488
C: 1.0357 -1.5499 -0.8694  -0.617
H: -2.4540 0.3561 -1.0231  0.321
H: -1.7344 -1.2225 -0.6767  0.255
H: -3.0326 -0.5978 0.3474  0.344
H: -1.6646 1.1274 1.2984  0.359
H: -0.7251 -0.3470 1.4280  0.281
H: -0.0685 1.1933 -1.0691  0.312
H: 1.7835 2.2294 0.1216  0.343
H: 1.1485 1.5542 1.7274  0.294
H: 2.1651 -0.9645 0.8198  0.260
H: 2.6210 -0.1514 -0.7665  0.294
H: 0.3788 -2.2241 -0.3263  0.276
H: 0.8184 -1.3934 -1.9236  0.269

Computed properties:
SMILES: C=CCC.C=C
Net charge: 0
HOMO (eV): -8.78



c | Here is a single C6H12 molecule from the OMol25 dataset. Energies are from the ωB97M-V functional and the def2-TZVPD basis.

Each line ends with the Mulliken charge.
Atoms and positions in Å:
C: 1.5803 1.1212 0.1211  -1.532
C: 0.1578 0.6295 -0.1287  0.591
C: -0.9540 1.6066 0.2867  -1.294
C: -0.1233 -0.7519 0.4247  -0.169
C: -1.1390 -1.6161 -0.2713  -0.647
C: 0.3263 -1.9461 -0.3598  -0.635
H: 2.2988 0.4480 -0.3624  0.360
H: 1.6984 2.1171 -0.3229  0.395
H: 1.8252 1.1917 1.1867  0.341
H: 0.0636 0.5408 -1.2151  0.109
H: -1.7478 1.4667 -0.4433  0.334
H: -1.3764 1.4128 1.2811  0.290
H: -0.6370 2.6579 0.2592  0.370
H: -0.0956 -0.8356 1.5123  0.475
H: -1.7772 -2.2620 0.3251  0.268
H: -1.6242 -1.2173 -1.1603  0.233
H: 0.8245 -1.7484 -1.3063  0.241
H: 0.6996 -2.8148 0.1731  0.268

Computed properties:
SMILES: CC(C)C1CC1
Net charge: 0
HOMO (eV): -10.18



d | Here is a molecular structure, C6H12 from the OMol25 dataset. Energies are from the ωB97M-V functional and the def2-TZVPD basis.

Each line ends with the Mulliken charge.
Atoms and positions in Å:
C: 1.2501 0.8689 -1.4821  -1.281
C: 0.9254 -0.5117 -0.9147  0.357
C: 1.0199 -0.6867 0.5935  -1.090
C: -0.3997 -0.9307 0.7605  0.224
C: -1.4558 0.7891 1.5536  -1.311
C: -0.5882 -0.8632 -0.7498  -0.792
H: 0.7112 1.6506 -0.9325  0.258
H: 0.9762 0.9465 -2.5412  0.352
H: 2.3219 1.0851 -1.3981  0.348
H: 1.4512 -1.2725 -1.5138  0.369
H: 0.0466 0.2278 1.0798  0.069
H: 1.8616 -0.8100 1.2714  0.409
H: -0.9055 -1.5771 1.4739  0.407
H: -2.4756 0.5683 1.2259  0.396
H: -1.4085 0.7644 2.6481  0.380
H: -1.2001 1.8077 1.2102  0.311
H: -0.8514 -1.8429 -1.1605  0.273
H: -1.3062 -0.1169 -1.0960  0.319

Computed properties:
Net charge: 0
HOMO (eV): -6.82



What is the stability order? It is c, b, a, d, from most stable to least stable.



a | Here is a single C5H9NO molecule from the OMol25 dataset. Energies are from the ωB97M-V functional and the def2-TZVPD basis.

Each line ends with the Mulliken charge.
Atoms and positions in Å:
C: -2.1090 -0.2114 0.6600  -1.212
C: 0.5126 -0.2115 0.4051  0.111
C: -0.7677 -0.0296 -0.0086  0.239
N: 1.1281 -0.5491 1.5158  -0.451
C: 1.0709 -0.0065 -1.0096  0.308
C: -0.3803 0.5385 -1.3490  -0.753
O: 2.1781 0.8962 -1.1146  -0.540
H: 2.8362 0.5605 -0.4864  0.327
H: 2.1387 -0.5279 1.6070  0.162
H: 0.6588 -0.4856 2.4154  0.208
H: 1.2868 -0.9277 -1.5626  0.228
H: -2.1936 0.4805 1.5052  0.269
H: -2.1661 -1.2023 1.1221  0.298
H: -2.9370 -0.0497 -0.0326  0.327
H: -0.8515 0.0958 -2.2321  0.274
H: -0.4050 1.6298 -1.4352  0.205

Computed properties:
SMILES: CC1=C(N)[C@H](O)C1
Net charge: 0
HOMO (eV): -7.48



b | Here is a single C5H9NO molecule from the OMol25 dataset. Energies are from the ωB97M-V functional and the def2-TZVPD basis.

Each line ends with the Mulliken charge.
Atoms and positions in Å:
N: -1.6190 -1.7067 -1.0824  -0.724
C: -1.1055 -0.6890 -0.5408  0.408
C: -0.4258 0.4704 -1.1947  -0.432
C: 1.0122 0.6557 -0.6751  -0.547
C: 1.1379 -0.0373 0.6849  -0.592
C: -0.1252 0.1649 1.5076  -0.466
O: -1.2713 -0.3693 0.8109  -0.410
H: -2.1321 -2.2510 -0.3863  0.272
H: -0.5267 0.5231 -2.2818  0.343
H: -1.0436 1.2263 -0.6997  0.270
H: 1.2094 1.7303 -0.5826  0.297
H: 1.7561 0.2494 -1.3682  0.303
H: 1.2574 -1.1173 0.5344  0.307
H: 2.0180 0.3134 1.2318  0.355
H: -0.2565 1.2300 1.7627  0.303
H: -0.0811 -0.3877 2.4513  0.313

Computed properties:
SMILES: [H]/N=C1/CCCCO1
Net charge: 0
HOMO (eV): -9.90



c | Here is a single C5H9NO molecule from the OMol25 dataset. Energies are from the ωB97M-V functional and the def2-TZVPD basis.

Each line ends with the Mulliken charge.
Atoms and positions in Å:
C: 1.2944 -0.9338 -0.1786  -1.424
C: 0.2332 0.1798 -0.0395  1.238
C: 0.7288 1.6068 -0.4030  -1.289
N: -0.8634 -0.5274 -0.7482  -0.426
C: -1.6419 -0.8034 0.4499  -0.444
C: -0.6774 0.0928 1.2294  0.139
O: -0.7173 0.6205 2.3072  -0.566
H: 2.3048 -0.6004 0.0281  0.418
H: 1.2349 -1.3189 -1.2108  0.338
H: 1.0138 -1.7945 0.4443  0.313
H: 1.7589 1.5604 -0.7673  0.348
H: 0.7412 2.2881 0.4625  0.325
H: 0.1302 2.1049 -1.1747  0.298
H: -1.2658 -0.1454 -1.5854  0.216
H: -2.6784 -0.4750 0.4044  0.296
H: -1.5960 -1.8544 0.7818  0.220

Computed properties:
SMILES: CC1(C)NCC1=O
Net charge: 0
HOMO (eV): -8.93



What is the stability order? It is b, c, a, from most stable to least stable.